Density functional theory data (ωB97M-V/def2-TZVPD) for a cluster of 9 separate species, C57H126N10O9 in total.

Output
**Energy**: -94474.361 eV
**E_HOMO**: -8.50 eV
**Strongest force on any atom**: 0.100 hartree/bohr
**SMILES**: CC1(C)CCCC(C)(C)N1O.CC1(C)CCCC(C)(C)N1O.CC1(C)CCCC(C)(C)N1O.CC1(C)CCCC(C)(C)N1O.CC1(C)CCCC(C)(C)N1O.CC1(C)CCCC(C)(C)N1O.NC(N)=O.NC(N)=O.CO
**Lowest unoccupied orbital energy**: 0.38 eV
**Multiplicity**: 1

Structure (XYZ):
```
202
Properties=species:S:1:pos:R:3:lowdin_charge:R:1
H 2.20905 -3.02022 2.29787 0.09
C -1.65573 3.87078 -3.23912 -0.44
H -0.38449 3.99269 -1.61763 0.08
H 8.16031 2.97170 0.17058 0.13
H 2.40820 1.61716 -7.93022 0.07
C -4.79202 3.75176 2.27814 -0.02
H 3.52465 2.20303 2.84872 0.05
H -4.37933 -5.35882 3.23631 0.09
H -1.01961 -0.20699 4.51549 0.09
H 10.01722 3.03738 2.16384 0.07
H -1.70389 2.75651 1.11371 0.08
H 1.83281 -0.58299 -4.94068 0.10
H -3.46846 4.72588 -7.40539 0.07
H -4.45726 3.40989 -3.00462 0.10
C 2.91603 -2.15432 -2.33467 -0.44
H -1.81106 -4.47547 2.03461 0.06
H 8.14195 4.54600 0.94927 0.12
H 6.87217 1.78861 4.18981 0.05
H -6.09494 -5.32174 2.72360 0.08
H -6.49734 -5.83359 -0.05581 0.13
H 0.56004 -0.34611 -1.96435 0.03
H -3.11521 -6.26321 -1.53365 0.13
N 1.22022 -1.14946 3.81350 -0.10
C 5.35969 2.57917 0.55178 -0.10
C -2.80507 4.64541 -2.56315 -0.14
H 2.93348 0.30830 5.66429 0.09
H -1.94285 3.74487 2.46559 0.07
C 0.98342 1.16221 4.17359 -0.02
O 2.48798 -0.89892 3.17826 -0.09
H 1.97303 0.02372 -0.27495 0.08
C -4.80445 0.12382 0.95288 -0.13
H -1.09332 -2.64284 3.82040 0.09
C 2.97995 0.17743 -3.23096 -0.50
H -3.78759 5.94463 -4.58568 0.12
C 2.31420 1.52575 -2.86560 -0.03
H 6.20139 -0.81319 -2.21933 0.10
H -1.53480 -3.54711 0.55793 0.08
H 4.12793 0.42642 1.05371 0.06
H -4.45260 3.31187 -0.27313 0.10
N -3.52200 1.54076 2.41494 -0.10
H 5.20473 -1.59250 -3.47028 0.10
N -3.29585 -6.44757 1.08456 -0.06
H -3.76105 -0.72297 -3.52395 0.09
H 2.14597 -2.53865 -0.32621 0.06
H 2.88557 -3.88560 -1.11938 0.08
C -0.78170 -1.86726 5.78820 -0.16
H 3.13129 -3.17193 4.43346 0.08
H -5.55282 1.10876 -0.89775 0.12
H -2.51786 5.67836 -2.72125 0.12
H 4.31374 2.69511 0.46538 0.10
H -1.64757 2.29025 -1.89106 0.05
C -0.40561 -0.47325 5.35565 -0.15
H -5.81356 3.34913 2.18764 0.07
H 1.27692 2.53715 -7.01554 0.09
C 7.53086 3.84510 3.40121 -0.01
H -5.25482 -6.95087 -0.65314 0.13
C -0.40934 -2.76241 4.63360 -0.13
H 1.19625 1.98190 4.85905 0.09
H -5.43866 -0.71301 0.75801 0.11
C 4.45374 0.28292 -2.77300 -0.13
H -3.80605 -0.21040 0.58669 0.12
H 9.55405 1.78922 3.28745 0.09
C 5.05670 0.36598 1.61217 -0.03
H 1.65556 0.60453 6.71109 0.07
O 1.66184 -0.44102 -7.83921 -0.02
H 9.56950 1.53119 1.62343 0.08
H -3.28573 2.06137 -0.26227 0.11
H -3.78259 -0.53677 4.22251 0.07
H -2.17622 5.73627 -6.77754 0.07
H -3.14293 -3.61420 1.34642 0.08
H -4.83335 -1.62848 3.15681 0.10
H 3.14261 -4.04875 -3.45862 0.09
C -4.21331 2.39856 0.24508 -0.14
H -6.38190 -7.46324 1.92467 0.08
C -5.30381 -7.63346 1.83596 -0.03
C 7.82718 2.82949 2.26424 -0.50
O 0.91800 -0.79268 -2.71198 -0.03
C 5.50280 1.80273 1.86258 -0.48
H -6.48160 1.72238 2.54191 0.05
H -4.63653 4.13195 3.27640 0.08
H 8.30313 4.59126 3.43960 0.09
H -0.71957 -5.55938 -0.84045 0.08
H 3.58159 -2.57930 -4.43209 0.06
C 1.01094 -0.22758 4.85816 -0.52
C -4.65412 -4.91204 -0.86839 -0.21
C 2.89108 -2.99507 -3.68386 0.00
N 2.28879 -0.80427 -2.35666 -0.10
H -2.75627 2.01991 -3.30725 0.07
H -0.19088 -0.10410 2.33787 0.06
C -4.01997 4.86290 -4.61397 -0.12
H 6.24659 4.34628 -0.46695 0.10
H -2.81411 4.40199 -1.52928 0.08
C -5.38703 -5.96622 -0.11636 -0.13
C 5.20837 -1.02581 -2.53904 -0.15
H -0.06170 5.39534 -2.72505 0.07
C 6.24216 3.87241 0.48571 -0.15
O -0.28547 0.78632 -0.59281 0.05
H -1.89861 -1.89661 6.00601 0.14
H -4.93856 -8.42988 1.20318 0.08
C 0.97141 0.49269 -7.38436 -0.72
N -1.64826 4.15915 -4.73785 -0.06
H -0.19844 -2.20212 6.62778 0.10
C 2.17898 -3.07163 -1.29737 -0.04
H -2.92792 -1.99829 -2.70006 0.06
H 4.86939 1.99630 3.93528 0.09
H 1.62676 1.31771 3.36490 0.04
H 3.17593 -1.24344 3.82839 0.12
O -1.76070 -0.84886 -3.92917 -0.12
C 4.56009 2.40336 2.93999 -0.01
C -5.04894 -5.19726 2.38156 -0.03
C -1.77144 2.37311 -2.94648 -0.04
C 1.04619 -2.63403 4.05840 -0.46
H 0.04205 3.80832 -5.30327 0.10
O -2.60238 -6.64858 2.37871 -0.04
H -4.76183 4.60993 1.58893 0.09
H 2.05738 -1.06294 6.59108 0.05
H 2.30421 1.54749 -1.77466 0.07
H 4.74848 -0.21241 2.47421 0.07
C -2.21827 -4.17834 1.10429 -0.03
H 5.89504 4.62980 1.20556 0.11
H 5.03365 0.83362 -3.54811 0.14
H -5.07850 -4.73010 -1.86448 0.13
N 1.45894 1.77113 -7.69713 0.14
H 1.89191 -4.29047 5.08707 0.09
N 1.34286 -0.18874 0.49032 0.21
H -0.43275 -0.63323 -6.60676 0.12
C -3.43564 2.65971 -5.72506 -0.02
H 4.72161 3.48473 2.98522 0.07
C -2.57255 4.75048 -6.79800 -0.03
H -0.92809 -0.59002 -3.49931 0.04
N 6.93046 1.68972 2.28219 -0.08
H -2.73182 -0.34308 -2.11782 0.08
C -5.90172 1.02121 3.16741 -0.01
H 2.29672 -2.78606 5.96187 0.06
H -2.66961 -4.54893 -1.54043 0.11
H -5.08407 -4.18788 2.04702 0.04
H 3.62988 -0.67906 -5.13335 0.07
C -3.76449 2.79450 1.65704 -0.52
N -0.12756 0.31235 -6.73635 0.21
C 7.64084 3.58374 0.92946 -0.15
H -1.15190 1.68283 -3.48719 0.06
H 7.42895 3.43146 4.43013 0.09
C 1.19254 -3.30162 2.68966 -0.03
H -1.89634 -7.25457 2.18249 0.08
N -0.66935 0.19911 1.50672 0.22
C 2.01332 -0.14198 6.04194 0.00
H 0.35216 -2.88817 2.06832 0.09
H 1.76688 -0.30868 1.39837 0.06
H 5.88583 -0.08821 1.11705 0.09
C -2.45992 -5.45493 0.36946 -0.52
H -5.60254 1.63982 4.01379 0.08
C 2.83242 -0.08108 -4.72557 -0.03
H -1.84757 4.06336 -7.29021 0.09
H -0.37853 -6.05870 0.81236 0.09
C -1.13649 -6.13901 -0.01296 -0.03
H 6.55641 4.22547 3.14809 0.05
H -1.32063 -7.16858 -0.33148 0.09
O -0.69441 3.17505 -5.29667 -0.08
C 9.27848 2.28800 2.33485 -0.03
C -5.28578 1.32244 0.15563 -0.16
H 1.14311 -3.34033 -1.42673 0.07
H 5.50394 2.01035 -0.34703 0.10
H 4.72385 -2.82566 -1.35001 0.12
H 1.18564 -4.37092 2.79975 0.08
H -0.53979 1.02960 -6.20397 0.06
H -0.66153 0.27248 6.12176 0.14
H -2.66146 1.95609 -6.08433 0.08
H -2.55350 4.37246 0.84466 0.10
H -6.21066 1.70517 0.62791 0.10
H -1.50141 0.72063 1.46816 0.05
C -2.89996 4.07539 -5.44190 -0.51
H -0.04162 1.37707 3.91490 0.06
H -0.36326 -3.83324 4.87641 0.12
H -3.66422 2.41000 4.16433 0.09
O -3.03402 1.80843 3.71848 -0.04
C -4.07517 -0.77709 3.20728 -0.03
H -3.93779 2.26892 -4.84104 0.06
H -6.57725 0.22371 3.41910 0.08
C 4.29107 -1.86037 -1.65470 -0.14
H -4.63188 -4.02490 -0.29302 0.09
O 6.97043 1.05533 3.57088 -0.03
C -3.22486 -5.30119 -0.99456 -0.14
C -4.15376 4.42792 -3.18635 -0.20
C 0.12248 0.32253 0.41519 -0.71
H 4.38961 0.74633 -1.82178 0.08
H -5.00679 -7.80460 2.86318 0.07
C -2.42612 3.50467 1.53898 -0.02
C -4.61193 0.48852 2.45052 -0.43
H 4.06585 -1.30460 -0.76648 0.09
C 2.17013 -3.23131 4.96676 -0.02
C -0.25266 4.34047 -2.64424 0.00
H -3.20631 -1.25058 2.80113 0.05
H 3.04185 2.28358 -3.24255 0.10
H 1.90795 -2.88906 -4.08511 0.07
H 2.78630 0.91784 -5.22184 0.09
H -4.94188 4.82912 -5.21598 0.12
H 0.59751 3.74599 -3.06638 0.07
H -4.25313 2.73998 -6.49378 0.10
H -4.89038 5.05587 -2.67523 0.12
C -4.73553 -6.27196 1.28369 -0.48
H 1.29029 1.67560 -3.25721 0.07
C -2.80699 -0.97807 -3.02150 -0.18
```